[1]
{"formula": "C29H21Cl5IMnN2O3PS", "method": "the ωB97M-V functional and the def2-TZVPD basis", "e_lumo_ev": [3.4, 3.4], "de_lowest_kj_mol": 126.7, "multiplicity": 6, "homo_lumo_gap_ha": [0.1211, 0.1385], "charge": -2, "species": ["Mn", "Cl", "C", "C", "C", "Cl", "C", "Cl", "C", "Cl", "C", "Cl", "I", "C", "C", "N", "N", "C", "H", "H", "H", "S", "O", "C", "C", "C", "C", "C", "C", "C", "O", "O", "H", "H", "H", "H", "H", "C", "P", "C", "C", "C", "C", "C", "C", "C", "C", "C", "C", "C", "C", "H", "H", "H", "H", "H", "H", "H", "H", "H", "H", "H", "H", "H"], "xyz": [[-0.352, -0.234, -0.393], [1.614, 1.217, 0.321], [0.355, 2.391, -0.276], [-0.774, 1.852, -0.830], [-1.663, 2.785, -1.344], [-3.179, 2.249, -2.027], [-1.400, 4.158, -1.331], [-2.468, 5.306, -2.094], [-0.247, 4.650, -0.714], [0.068, 6.352, -0.643], [0.653, 3.748, -0.156], [2.068, 4.328, 0.675], [-2.055, 1.407, 5.705], [-1.964, 0.789, 3.776], [-3.007, 0.298, 2.998], [-2.479, -0.017, 1.815], [-1.174, 0.181, 1.789], [-0.823, 0.689, 2.956], [-4.052, 0.165, 3.211], [-2.831, -0.506, 0.933], [0.200, 0.953, 3.168], [-2.275, -1.158, -1.043], [2.840, 1.331, -2.833], [2.701, 0.793, -4.083], [3.381, 1.374, -5.157], [3.262, 0.857, -6.438], [2.458, -0.253, -6.660], [1.812, -0.833, -5.576], [1.913, -0.338, -4.279], [1.209, -1.153, -3.145], [1.049, -2.364, -3.369], [0.929, -0.466, -2.142], [3.399, 2.112, -2.910], [4.011, 2.240, -4.972], [3.805, 1.319, -7.256], [2.340, -0.663, -7.655], [1.194, -1.712, -5.703], [2.195, -1.960, 1.845], [0.669, -2.476, 0.939], [1.285, -4.142, 0.378], [1.364, -5.212, 1.268], [1.808, -6.451, 0.836], [2.157, -6.637, -0.499], [2.044, -5.583, -1.395], [1.604, -4.338, -0.959], [-0.413, -2.906, 2.300], [-1.711, -3.382, 2.009], [-2.620, -3.657, 3.002], [-2.297, -3.485, 4.355], [-1.003, -3.068, 4.658], [-0.083, -2.785, 3.669], [2.579, -2.763, 2.481], [1.994, -1.082, 2.459], [2.958, -1.708, 1.108], [1.066, -5.067, 2.301], [1.874, -7.273, 1.540], [2.499, -7.607, -0.840], [2.288, -5.722, -2.440], [1.474, -3.519, -1.673], [-2.003, -3.497, 0.968], [-3.611, -3.996, 2.726], [-3.010, -3.711, 5.135], [-0.714, -2.934, 5.694], [0.901, -2.455, 3.966]], "nbo_charge": [0.9921, -0.0407, 0.0688, -0.4034, -0.0436, 0.0112, -0.0896, -0.0141, -0.1057, -0.0036, -0.1372, -0.0146, 0.1137, -0.3291, -0.0616, -0.3396, -0.2970, -0.0753, 0.2166, 0.4665, 0.2150, -1.2571, -0.6550, 0.3975, -0.3367, -0.2126, -0.2780, -0.1488, -0.2028, 0.7931, -0.7286, -0.7926, 0.4610, 0.1857, 0.1902, 0.1935, 0.2339, -0.9421, 0.8599, -0.2124, -0.2250, -0.2403, -0.2299, -0.2044, -0.2156, -0.3677, -0.1308, -0.2246, -0.2265, -0.2319, -0.2111, 0.2067, 0.2280, 0.2415, 0.2111, 0.1936, 0.1924, 0.2091, 0.2855, 0.2594, 0.2041, 0.1978, 0.1966, 0.2047]}


[2]
{"formula": "C24H28N2O6S", "method": "the ωB97M-V functional and the def2-TZVPD basis", "e_lumo_ev": -0.5, "de_lowest_kj_mol": 95.9, "multiplicity": 1, "homo_lumo_gap_ha": 0.3198, "species": ["C", "C", "N", "C", "C", "S", "O", "O", "C", "C", "C", "C", "C", "O", "C", "C", "O", "C", "O", "N", "C", "C", "O", "C", "C", "C", "C", "C", "C", "C", "C", "C", "C", "H", "H", "H", "H", "H", "H", "H", "H", "H", "H", "H", "H", "H", "H", "H", "H", "H", "H", "H", "H", "H", "H", "H", "H", "H", "H", "H", "H"], "xyz": [[-3.776, 3.913, 3.704], [-2.860, 3.017, 2.877], [-2.806, 1.669, 3.396], [-2.248, 1.425, 4.706], [-0.806, 1.897, 4.888], [-2.663, 0.440, 2.298], [-3.440, 0.792, 1.145], [-2.949, -0.790, 2.974], [-0.942, 0.391, 1.780], [-0.490, 1.305, 0.847], [0.799, 1.195, 0.358], [1.629, 0.178, 0.819], [2.943, -0.072, 0.190], [4.008, -0.024, 0.973], [3.032, -0.432, -1.121], [4.278, -0.893, -1.682], [5.368, -0.871, -1.121], [3.950, -1.453, -3.055], [4.704, -1.943, -3.866], [2.610, -1.317, -3.202], [1.918, -1.700, -4.403], [1.488, -0.481, -5.236], [0.433, 0.263, -4.671], [-0.846, -0.291, -4.870], [1.919, -0.655, -2.110], [0.807, -1.499, -1.525], [-0.483, -0.997, -1.428], [-1.477, -1.734, -0.807], [-1.190, -2.989, -0.299], [0.087, -3.511, -0.426], [1.084, -2.767, -1.031], [1.185, -0.693, 1.810], [-0.112, -0.593, 2.280], [-3.906, 4.865, 3.197], [-4.748, 3.441, 3.819], [-3.358, 4.102, 4.689], [-1.856, 3.461, 2.816], [-3.263, 2.918, 1.869], [-2.890, 1.904, 5.451], [-2.313, 0.345, 4.847], [-0.447, 1.585, 5.865], [-0.157, 1.469, 4.127], [-0.740, 2.981, 4.833], [-1.165, 2.061, 0.480], [1.161, 1.885, -0.388], [4.805, -0.296, 0.441], [2.617, -2.301, -4.988], [1.046, -2.306, -4.138], [1.214, -0.819, -6.245], [2.330, 0.212, -5.313], [-0.977, -1.236, -4.331], [-1.039, -0.459, -5.936], [-1.559, 0.437, -4.487], [1.494, 0.289, -2.477], [-0.707, -0.021, -1.829], [-2.468, -1.319, -0.705], [-1.962, -3.559, 0.194], [0.311, -4.495, -0.043], [2.085, -3.167, -1.119], [1.842, -1.467, 2.173], [-0.506, -1.284, 3.008]], "nbo_charge": [-0.6148, -0.2306, -0.6796, -0.2309, -0.6328, 2.3393, -0.9449, -0.9401, -0.3210, -0.2138, -0.1340, -0.0985, 0.4537, -0.6355, -0.2381, 0.4551, -0.5658, 0.5757, -0.5829, -0.4023, -0.2608, -0.0700, -0.5475, -0.2538, -0.0799, -0.0574, -0.2126, -0.2035, -0.2115, -0.2240, -0.1688, -0.1673, -0.1845, 0.2199, 0.2190, 0.2027, 0.1784, 0.2362, 0.2020, 0.2353, 0.2219, 0.2127, 0.2046, 0.2375, 0.2204, 0.5236, 0.2493, 0.2106, 0.1739, 0.1977, 0.1717, 0.1699, 0.1962, 0.2282, 0.2161, 0.2301, 0.2207, 0.2155, 0.2091, 0.2320, 0.2482]}


[3]
{"formula": "C29H26N7O4Tc", "method": "the ωB97M-V functional and the def2-TZVPD basis", "e_lumo_ev": [-10.3, -11.9], "de_lowest_kj_mol": 153.5, "multiplicity": 4, "homo_lumo_gap_ha": [0.1873, 0.1252], "charge": 3, "species": ["Tc", "O", "C", "C", "C", "C", "C", "C", "C", "O", "N", "N", "C", "C", "C", "C", "C", "C", "N", "H", "H", "H", "H", "H", "H", "H", "H", "H", "H", "O", "C", "O", "C", "C", "C", "C", "C", "C", "N", "C", "C", "C", "C", "C", "C", "N", "H", "H", "H", "H", "H", "H", "H", "H", "H", "H", "C", "N", "C", "C", "N", "H", "H", "H", "H", "H", "H"], "xyz": [[-0.904, -0.189, -0.568], [-2.006, 0.376, 4.777], [-2.147, -0.907, 4.576], [-2.387, -1.719, 5.711], [-2.555, -3.075, 5.582], [-2.479, -3.670, 4.317], [-2.242, -2.897, 3.184], [-2.068, -1.517, 3.283], [-1.817, -0.721, 2.081], [-1.934, -1.223, 0.911], [-1.496, 0.567, 2.194], [-1.346, 1.122, 0.994], [-1.682, 2.349, 0.725], [-1.902, 2.632, -0.661], [-2.310, 3.888, -1.125], [-2.648, 4.048, -2.455], [-2.570, 2.940, -3.292], [-2.162, 1.724, -2.769], [-1.827, 1.548, -1.489], [-1.881, 0.876, 3.938], [-2.447, -1.221, 6.666], [-2.746, -3.678, 6.454], [-2.593, -4.738, 4.217], [-2.169, -3.361, 2.209], [-1.935, 3.066, 1.500], [-2.362, 4.719, -0.439], [-2.980, 5.005, -2.826], [-2.830, 3.015, -4.336], [-2.120, 0.859, -3.414], [6.067, 3.412, -2.431], [5.364, 3.014, -1.404], [5.667, 3.198, -0.259], [4.085, 2.240, -1.675], [2.950, 2.557, -0.932], [1.788, 1.840, -1.115], [1.748, 0.775, -2.019], [2.909, 0.433, -2.725], [4.065, 1.171, -2.565], [0.564, 0.050, -2.137], [0.350, -0.678, -3.189], [-0.745, -1.593, -3.165], [-1.057, -2.438, -4.234], [-2.086, -3.351, -4.087], [-2.779, -3.381, -2.880], [-2.420, -2.500, -1.869], [-1.425, -1.627, -1.991], [5.708, 3.234, -3.313], [2.989, 3.368, -0.223], [0.896, 2.098, -0.558], [2.932, -0.430, -3.371], [4.949, 0.879, -3.113], [0.986, -0.641, -4.068], [-0.486, -2.380, -5.149], [-2.335, -4.027, -4.890], [-3.586, -4.080, -2.723], [-2.956, -2.490, -0.929], [3.648, -1.487, 2.112], [2.373, -0.806, 2.233], [2.117, -0.025, 3.432], [1.494, -0.841, 1.310], [0.665, -0.857, 0.485], [3.956, -1.839, 3.095], [4.415, -0.808, 1.733], [3.559, -2.338, 1.439], [2.092, -0.679, 4.308], [1.165, 0.499, 3.345], [2.913, 0.712, 3.574]], "nbo_charge": [1.5090, -0.6234, 0.3954, -0.2591, -0.1031, -0.2269, -0.1657, -0.2054, 0.6021, -0.6194, -0.4487, -0.2050, 0.1076, 0.1308, -0.1611, -0.0782, -0.2014, 0.0959, -0.4794, 0.5074, 0.2545, 0.2500, 0.2424, 0.2210, 0.2649, 0.2678, 0.2737, 0.2722, 0.2174, -0.6236, 0.7637, -0.5177, -0.0798, -0.1537, -0.2308, 0.1441, -0.2074, -0.1846, -0.4297, 0.1680, 0.1046, -0.1503, -0.0802, -0.1823, 0.1021, -0.4777, 0.5050, 0.2604, 0.1982, 0.2261, 0.2540, 0.2474, 0.2664, 0.2753, 0.2790, 0.2562, -0.4114, -0.3975, -0.4084, 0.7623, -0.5588, 0.2535, 0.2380, 0.2345, 0.2462, 0.2275, 0.2460]}


[4]
{"formula": "C34H27Cl3GeMoN2O", "method": "the ωB97M-V functional and the def2-TZVPD basis", "e_lumo_ev": [-10.2, -11.3], "multiplicity": 4, "homo_lumo_gap_ha": [0.2229, 0.1838], "charge": 3, "species": ["Mo", "Cl", "C", "C", "C", "C", "O", "C", "C", "N", "C", "C", "C", "C", "C", "C", "C", "C", "N", "C", "C", "H", "H", "H", "H", "H", "H", "H", "H", "H", "H", "Cl", "C", "Cl", "H", "H", "C", "Ge", "C", "C", "C", "C", "C", "C", "C", "C", "C", "C", "C", "C", "C", "C", "C", "C", "H", "H", "H", "H", "H", "H", "H", "H", "H", "H", "H", "H", "H", "H", "H"], "xyz": [[0.161, 0.250, 0.222], [5.067, 1.963, 5.402], [3.740, 1.538, 4.408], [2.478, 1.337, 4.972], [1.397, 0.999, 4.176], [1.559, 0.846, 2.811], [0.486, 0.534, 2.048], [2.823, 1.042, 2.227], [3.064, 0.922, 0.825], [2.203, 0.566, -0.084], [2.594, 0.495, -1.460], [3.869, 0.335, -1.929], [4.124, 0.331, -3.317], [3.106, 0.477, -4.216], [1.772, 0.604, -3.758], [0.662, 0.739, -4.618], [-0.606, 0.839, -4.099], [-0.776, 0.790, -2.719], [0.243, 0.665, -1.869], [1.525, 0.594, -2.375], [3.907, 1.401, 3.047], [2.351, 1.463, 6.039], [0.413, 0.867, 4.606], [4.071, 1.167, 0.497], [4.704, 0.198, -1.253], [5.142, 0.211, -3.660], [3.302, 0.486, -5.280], [0.821, 0.764, -5.690], [-1.471, 0.946, -4.738], [-1.767, 0.842, -2.287], [4.883, 1.571, 2.610], [-2.411, 0.267, 0.550], [-2.688, 2.067, 0.609], [-1.153, 2.910, 0.427], [-3.125, 2.281, 1.577], [-3.349, 2.308, -0.215], [-0.237, -2.694, -1.826], [0.155, -2.372, 0.068], [1.753, -3.299, 0.652], [1.771, -4.682, 0.467], [2.870, -5.425, 0.876], [3.951, -4.794, 1.477], [3.936, -3.419, 1.672], [2.840, -2.673, 1.260], [-1.400, -3.055, 1.113], [-2.566, -3.384, 0.401], [-3.658, -3.974, 1.014], [-3.624, -4.249, 2.384], [-2.491, -3.929, 3.139], [-2.446, -4.233, 4.516], [-1.313, -3.942, 5.282], [-0.225, -3.345, 4.679], [-0.249, -3.033, 3.312], [-1.368, -3.317, 2.510], [-0.305, -3.771, -1.989], [0.587, -2.318, -2.431], [-1.165, -2.231, -2.160], [0.935, -5.192, -0.001], [2.883, -6.496, 0.724], [4.807, -5.375, 1.794], [4.778, -2.931, 2.146], [2.832, -1.604, 1.431], [-2.612, -3.207, -0.666], [-4.533, -4.236, 0.433], [-4.475, -4.717, 2.866], [-3.303, -4.708, 4.979], [-1.294, -4.191, 6.334], [0.663, -3.126, 5.258], [0.629, -2.581, 2.868]], "nbo_charge": [1.1549, 0.1148, -0.0591, -0.1216, -0.2341, 0.3066, -0.6140, -0.1472, 0.2348, -0.5206, 0.0624, -0.1499, -0.1683, -0.1312, -0.1097, -0.0112, -0.2635, 0.1259, -0.5598, 0.2413, -0.1413, 0.2634, 0.2485, 0.2252, 0.2403, 0.2614, 0.2565, 0.2599, 0.2695, 0.2170, 0.2495, 0.0980, -0.3533, 0.0882, 0.2694, 0.2626, -1.0609, 1.2169, -0.4884, -0.1553, -0.1947, -0.1708, -0.1870, -0.2407, -0.2928, -0.1969, -0.1473, -0.0105, -0.1529, 0.0142, -0.1667, -0.1442, -0.0537, -0.0425, 0.2678, 0.2500, 0.2337, 0.2098, 0.2444, 0.2457, 0.2309, 0.1904, 0.2336, 0.2584, 0.2509, 0.2487, 0.2629, 0.2494, 0.2319]}


| no. | F_max (hartree/bohr) |
| --- | --- |
| 1 | 0.0363 |
| 2 | 0.0222 |
| 3 | 0.0578 |
| 4 | 0.0076 |